Entry one
Below is 2 unconnected molecules or ions with the total composition C2H8N2S, with properties calculated with ωB97M-V/def2-TZVPD.

Calculated values
Orbital gap ... 10.1381 eV
Structure (SMILES) ... C/N=C\N.S
Highest occupied orbital energy ... -9.51 eV

XYZ file:
```
13
Properties=species:S:1:pos:R:3:nbo_charge:R:1
C 0.2534 -1.1203 0.6717 -0.4541
N -0.9976 -0.5054 1.0933 -0.4620
C -1.0320 0.7581 1.1736 0.2577
N 0.0525 1.6376 1.1398 -0.8272
H 0.7326 -0.5501 -0.1270 0.1548
H 0.0142 -2.1201 0.3222 0.2104
H 0.9103 -1.2438 1.5382 0.2028
H -1.9850 1.1827 1.4839 0.1661
H 0.7032 1.3880 0.4041 0.3724
H -0.2296 2.5998 1.0118 0.3779
S 0.3684 -0.9086 -3.4460 -0.2772
H 1.4631 -1.0203 -2.6802 0.1395
H -0.2536 -0.0977 -2.5854 0.1389
```

=====

Entry two
Below is C2H8N2S in the gas phase, with properties calculated with ωB97M-V/def2-TZVPD.

Calculated values
Orbital gap ... 7.9469 eV
Structure (SMILES) ... CS(C)(=N)=N
Highest occupied orbital energy ... -7.39 eV

XYZ file:
```
13
Properties=species:S:1:pos:R:3:nbo_charge:R:1
C 0.2420 1.6438 0.2566 -0.8353
S 0.2574 -0.1172 0.0237 1.6871
C -1.3891 -0.6977 -0.3553 -0.8157
N 1.0468 -1.0164 1.1914 -1.1476
N 1.2519 -0.5666 -1.1617 -1.1924
H -0.1522 1.8814 1.2494 0.2516
H -0.3500 2.1245 -0.5171 0.2553
H 1.2759 2.0240 0.2015 0.2813
H -2.0595 -0.4766 0.4719 0.2442
H -1.3642 -1.7882 -0.5416 0.2757
H -1.6815 -0.1932 -1.2649 0.2449
H 0.7902 -1.9933 1.1803 0.3640
H 2.1323 -0.8246 -0.7342 0.3869
```

=====

Entry three
Below is 2 unconnected molecules or ions with the total composition C2H8N2S, with properties calculated with ωB97M-V/def2-TZVPD.

Calculated values
Orbital gap (alpha / beta) ... 8.5145 / 8.1266 eV
Highest occupied orbital energy (alpha / beta) ... -7.98 / -7.38 eV

XYZ file:
```
13
Properties=species:S:1:pos:R:3:nbo_charge:R:1
C -0.9643 0.2859 -1.7573 -0.4122
C -0.0996 -1.0447 1.9506 -0.4973
N 0.1177 -0.2188 -0.8999 -0.4301
N 0.3337 0.6049 0.0938 -0.3865
S 1.9483 0.9370 0.4899 0.1408
H -0.7139 -0.0234 -2.7876 0.1988
H -2.0348 -0.0002 -1.3902 0.2016
H -0.9472 1.3384 -1.7190 0.2009
H -0.6794 -1.0565 2.9671 0.1600
H -0.4991 -1.5171 1.1044 0.1727
H 0.8861 -0.8247 2.1469 0.1580
H 0.8668 -0.5550 -1.5281 0.3492
H 1.7860 2.0742 1.3294 0.1442
```

=====

Q: What are the energies relative to the best structure? A: entry one 0.0; entry two 92.7; entry three 110.6, in kcal/mol.

=====

Entry one
Below is 2 unconnected molecules or ions with the total composition C8H17BrN, with properties calculated with ωB97M-V/def2-TZVPD.

Calculated values
Net charge ... +1
Orbital gap ... 6.3619 eV
Highest occupied orbital energy ... -11.97 eV

XYZ file:
```
27
Properties=species:S:1:pos:R:3:nbo_charge:R:1
C -0.9761 -2.2504 -1.8479 -0.4426
C 0.5737 -1.9779 -1.9126 -0.3497
C -1.8374 -1.0326 -1.8718 -0.3225
C 0.9720 -1.1129 -0.6707 -0.5789
C -1.3929 -0.1178 -0.5907 -0.5354
C 0.1009 0.0724 -0.7285 0.3169
C 2.0418 2.0466 1.5826 -0.4219
C -0.5179 1.9979 2.3055 -0.4170
N 0.7534 1.3862 2.0031 -0.6371
Br 0.8287 1.5483 -1.5528 0.3243
H -1.3592 -2.9009 -2.7666 0.2590
H -1.3906 -2.8189 -0.9359 0.2216
H 1.1364 -2.8080 -1.8686 0.2382
H 0.8609 -1.5783 -2.9284 0.2312
H -1.7524 -0.5948 -2.7896 0.2131
H -2.8932 -1.0953 -1.6742 0.2439
H 0.9664 -1.7617 0.1236 0.2676
H 2.0372 -1.0125 -0.8354 0.2637
H -2.0245 0.7576 -0.8258 0.2751
H -1.5635 -0.7612 0.1747 0.2507
H 2.4619 1.4708 0.7059 0.1813
H 1.7678 3.1523 1.2972 0.2175
H 2.8079 1.9095 2.4332 0.2165
H -0.5395 2.1588 3.4267 0.2076
H -0.7583 3.0033 1.7521 0.2111
H -1.3386 1.4535 1.9744 0.1900
H 1.0855 0.6631 2.6011 0.3760
```

=====

Entry two
Below is a gas-phase ion, C8H17BrN (charge +1), with properties calculated with ωB97M-V/def2-TZVPD.

Calculated values
Net charge ... +1
Orbital gap ... 9.3106 eV
Highest occupied orbital energy ... -12.70 eV

XYZ file:
```
27
Properties=species:S:1:pos:R:3:nbo_charge:R:1
C -0.7991 -1.6707 -1.0556 -0.4105
C 0.3263 -2.2153 -0.1891 -0.3667
C -0.7233 -0.2712 -1.5674 -0.4453
C 0.6448 -1.3996 1.0112 -0.5379
C -0.5151 0.8262 -0.4748 0.2546
C 1.2206 -0.0725 0.6627 0.0489
C 0.1262 2.0151 -1.1451 -0.6705
C -1.5900 1.1107 0.4449 -0.7503
N 1.3403 0.8144 1.9112 -0.7590
Br 2.8766 0.0572 -0.3892 0.0899
H -0.7793 -2.3143 -1.8771 0.2314
H -1.6564 -1.8091 -0.5138 0.1993
H 0.1002 -3.2010 0.1094 0.2327
H 1.2830 -2.2464 -0.8451 0.2081
H 0.0804 -0.1999 -2.2714 0.2258
H -1.7638 0.0727 -1.9589 0.2391
H -0.2845 -1.1564 1.5036 0.2090
H 1.1953 -2.1068 1.6146 0.2354
H 0.5765 2.7947 -0.4118 0.2014
H -0.6791 2.5199 -1.6179 0.2459
H 0.8858 1.8279 -1.8523 0.2397
H -1.8353 2.1061 0.7671 0.2520
H -1.4828 0.5939 1.4337 0.2119
H -2.5954 0.8072 0.2234 0.2709
H 0.3376 0.9123 2.2701 0.4508
H 1.7005 1.7125 1.5494 0.4504
H 2.0098 0.4925 2.6685 0.4431
```

=====

Q: What are the energies relative to the best structure? A: entry one 32.7; entry two 0.0, in kcal/mol.

=====

Entry one
Below is a molecular structure, C4H10N2, with properties calculated with ωB97M-V/def2-TZVPD.

Calculated values
Orbital gap ... 8.7437 eV
Highest occupied orbital energy ... -7.87 eV

XYZ file:
```
16
Properties=species:S:1:pos:R:3:nbo_charge:R:1
C 2.6471 -0.3739 -0.0571 -0.4226
C -0.9680 -0.0944 -0.0138 0.1294
C -1.3084 1.3641 -0.0153 -0.6795
C -1.9674 -1.2230 0.0398 -0.6477
H 3.4830 0.3486 -0.6132 0.2053
H 3.1625 -0.8336 1.1098 0.1710
H 2.3149 -1.3647 -0.7251 0.2393
H 1.3750 1.3563 0.2559 0.3762
H -2.3594 1.7834 -0.5983 0.2467
H -0.1816 1.8449 -0.6723 0.2012
H -1.3240 1.7498 1.1197 0.2354
H -2.2212 -1.3203 -1.1734 0.2347
H -2.8659 -0.7841 0.7555 0.2266
H -1.4418 -2.3520 0.5154 0.2526
N 1.3855 0.3541 0.1603 -0.5069
N 0.2696 -0.4554 -0.0880 -0.2618
```

=====

Entry two
Below is C4H10N2 in the gas phase, with properties calculated with ωB97M-V/def2-TZVPD.

Calculated values
Orbital gap ... 4.3381 eV
Highest occupied orbital energy ... -7.35 eV

XYZ file:
```
16
Properties=species:S:1:pos:R:3:nbo_charge:R:1
C -1.8460 -0.1903 -0.2393 -0.2837
C -0.5094 -0.8535 -0.4272 -0.4301
C 0.5214 0.2697 -0.8260 -0.3552
C 1.5213 0.4496 0.3166 -0.2995
N 2.0631 -0.7733 0.7004 -0.4520
N -1.6634 0.9481 0.5993 -0.5391
H -2.2063 0.0879 -1.2445 0.1624
H -2.5906 -0.8634 0.2119 0.2208
H -0.4150 -1.7351 -1.0631 0.2269
H -0.1385 -1.2626 0.5151 0.2364
H 1.0102 0.0124 -1.7658 0.2047
H -0.0434 1.2083 -0.8847 0.2175
H 2.2831 1.1894 0.0428 0.1799
H 0.8488 0.9127 1.0779 0.2682
H -2.0901 1.7589 0.1643 0.3200
H 3.0732 -0.7166 0.5636 0.3227
```

=====

Entry three
Below is 2 unconnected molecules or ions with the total composition C4H10N2, with properties calculated with ωB97M-V/def2-TZVPD.

Calculated values
Orbital gap ... 8.8419 eV
Structure (SMILES) ... C=CN.C=NC
Highest occupied orbital energy ... -8.01 eV

XYZ file:
```
16
Properties=species:S:1:pos:R:3:nbo_charge:R:1
C -2.2120 -1.6786 0.6032 -0.5478
C -1.9788 -1.0504 -0.6103 0.0392
N -1.3564 0.1229 -0.9844 -0.8428
H -1.7814 -1.4179 1.6156 0.1933
H -3.1747 -2.0281 0.6108 0.2032
H -2.3347 -1.5945 -1.5025 0.1760
H -0.4044 0.3726 -0.6968 0.3970
H -1.6253 0.4229 -1.9315 0.3812
C 1.3776 0.5836 1.8101 -0.0049
N 1.8691 0.6731 0.6726 -0.4932
C 2.2086 0.9821 -0.8294 -0.3939
H 1.7881 -0.1524 2.5219 0.1438
H 0.5963 1.3112 2.1389 0.1216
H 3.0574 0.3962 -1.2064 0.2082
H 2.5831 2.0113 -0.6904 0.2205
H 1.3874 1.0459 -1.5214 0.1987
```

=====

Q: What are the energies relative to the best structure? A: entry one 34.6; entry two 53.3; entry three 0.0, in kcal/mol.

=====

Entry one
Below is 2 unconnected molecules or ions with the total composition C4H10N2, with properties calculated with ωB97M-V/def2-TZVPD.

Calculated values
Orbital gap ... 9.8821 eV
Structure (SMILES) ... C=CN.C=NC
Highest occupied orbital energy ... -8.97 eV

XYZ file:
```
16
Properties=species:S:1:pos:R:3:nbo_charge:R:1
C -2.9632 -0.4024 -0.8222 -0.4643
C -2.2000 -1.0456 -1.6853 -0.0491
N -1.5126 -2.4099 -1.6680 -0.8265
H -3.2024 -0.7511 0.1621 0.1906
H -3.3356 0.7052 -1.0143 0.2089
H -1.6684 -0.2301 -2.2202 0.1985
H -2.0807 -3.1291 -1.1975 0.3710
H -1.4314 -2.6015 -2.6723 0.3709
C 1.0563 1.0745 1.8933 -0.0516
N 2.2854 1.1568 2.1743 -0.3930
C 3.3669 1.3516 1.1201 -0.4368
H 0.2544 0.8791 2.6080 0.1673
H 0.6690 1.0956 0.9128 0.1310
H 2.9351 1.7198 0.1976 0.1687
H 3.8575 2.1826 1.3466 0.1999
H 3.9697 0.4045 0.8650 0.2145
```

=====

Entry two
Below is C4H10N2 in the gas phase, with properties calculated with ωB97M-V/def2-TZVPD.

Calculated values
Orbital gap ... 10.0744 eV
Structure (SMILES) ... [H]/N=C/NCCC
Highest occupied orbital energy ... -9.00 eV

XYZ file:
```
16
Properties=species:S:1:pos:R:3:nbo_charge:R:1
H -1.0798 -3.7326 -0.1533 0.3261
N -1.3943 -2.7935 -0.4488 -0.6519
C -0.2772 -2.1907 -0.6284 0.2414
N -0.4046 -0.8655 -1.1734 -0.6156
C 0.5289 0.1297 -0.5903 -0.2396
C -0.1687 0.9345 0.5069 -0.4158
C 0.5602 2.1102 1.1634 -0.6213
H 0.6404 -2.7272 -0.8700 0.1705
H -1.3227 -0.4566 -1.0734 0.3775
H 1.5994 -0.0673 -0.5682 0.2170
H 0.6028 0.8977 -1.4057 0.1799
H -0.4870 0.1942 1.2649 0.2005
H -1.1304 1.2299 0.0714 0.1926
H 1.5103 2.3443 0.6566 0.2051
H 0.8847 1.9977 2.2017 0.2180
H -0.0621 2.9953 1.0466 0.2155
```

=====

Entry three
Below is 2 unconnected molecules or ions with the total composition C4H10N2, with properties calculated with ωB97M-V/def2-TZVPD.

Calculated values
Orbital gap ... 9.0814 eV
Structure (SMILES) ... C=CN.C=CN
Highest occupied orbital energy ... -8.05 eV

XYZ file:
```
16
Properties=species:S:1:pos:R:3:nbo_charge:R:1
C 2.4510 2.0408 2.3730 -0.5048
C 1.2666 1.8859 1.6795 0.0101
N -0.0118 1.8198 2.2203 -0.8400
H 2.5333 1.8825 3.4895 0.1872
H 3.3393 2.2037 1.8607 0.1959
H 1.3808 1.8591 0.5963 0.1879
H -0.1774 1.4259 3.1087 0.3800
H -0.7947 2.2477 1.8344 0.3836
C -2.0705 -1.8628 -1.2676 -0.5323
C -1.1178 -1.4671 -2.1175 0.0366
N -0.3655 -2.2631 -2.9835 -0.8449
H -2.0351 -2.7936 -0.7709 0.1898
H -2.8093 -1.1651 -1.0104 0.2042
H -1.0603 -0.4356 -2.4201 0.1764
H -0.3824 -3.2474 -2.6503 0.3701
H -0.1460 -2.1306 -3.9419 0.4003
```

=====

Q: What are the energies relative to the best structure? A: entry one 47.1; entry two 0.0; entry three 24.8, in kcal/mol.

=====

Entry one
Below is 2 unconnected molecules or ions with the total composition C4H10N2, with properties calculated with ωB97M-V/def2-TZVPD.

Calculated values
Orbital gap ... 10.0198 eV
Structure (SMILES) ... [H]/N=C/N.C=CC
Highest occupied orbital energy ... -9.25 eV

XYZ file:
```
16
Properties=species:S:1:pos:R:3:nbo_charge:R:1
H -2.3227 0.9463 -1.0251 0.3592
N -1.8025 1.3824 -1.7947 -0.7584
C -0.9019 0.7854 -2.4405 0.2531
N -0.3631 1.4274 -3.5662 -0.9088
H -0.8270 -0.2438 -2.2059 0.1585
H -0.9225 2.3115 -3.4311 0.4600
H 0.4955 0.8148 -3.6203 0.4368
C 1.4765 0.4322 1.8352 -0.4182
C 1.2537 -0.8996 1.8295 -0.1614
C 0.0202 -1.6882 2.3155 -0.6479
H 1.8994 1.0332 0.9798 0.2160
H 0.9615 1.0216 2.6389 0.1848
H 1.8281 -1.5036 1.1985 0.1748
H -0.4301 -2.3304 1.5174 0.2225
H -0.7077 -1.0319 2.7921 0.2147
H 0.3429 -2.4574 2.9769 0.2143
```

=====

Entry two
Below is C4H10N2 in the gas phase, with properties calculated with ωB97M-V/def2-TZVPD.

Calculated values
Orbital gap ... 9.1226 eV
Structure (SMILES) ... CN1CCN1C
Highest occupied orbital energy ... -7.89 eV

XYZ file:
```
16
Properties=species:S:1:pos:R:3:nbo_charge:R:1
C -0.1584 1.3819 1.2793 -0.4011
N -0.3658 0.7180 -0.0464 -0.2984
C 0.6963 0.9268 -1.0549 -0.2427
C 0.7677 -0.5691 -1.3059 -0.2295
N 0.1391 -0.6517 0.2052 -0.3033
C -0.8499 -1.6857 0.5286 -0.4144
H 0.7897 1.6791 1.5638 0.1786
H -0.8068 2.3811 1.2220 0.1771
H -0.6190 0.7817 1.9479 0.1975
H 1.4860 1.4935 -0.5983 0.1960
H 0.3303 1.4448 -2.0515 0.1905
H 0.1407 -1.1648 -1.9386 0.1974
H 1.7649 -0.8940 -1.3905 0.1929
H -1.4399 -2.0686 -0.3760 0.1540
H -0.2619 -2.4141 0.9270 0.2022
H -1.6130 -1.3589 1.0881 0.2032
```

=====

Entry three
Below is C4H10N2 in the gas phase, with properties calculated with ωB97M-V/def2-TZVPD.

Calculated values
Orbital gap ... 10.1534 eV
Structure (SMILES) ... [H]/N=C(/N)CCC
Highest occupied orbital energy ... -9.10 eV

XYZ file:
```
16
Properties=species:S:1:pos:R:3:nbo_charge:R:1
H -0.8712 -0.3825 2.2346 0.3496
N -0.3845 -1.1772 1.6844 -0.7408
C 0.5139 -0.8680 0.8395 0.4475
N 1.1075 -1.8777 0.1182 -0.8234
C 0.8658 0.4886 0.3076 -0.4843
C 0.0667 0.8842 -0.9927 -0.3845
C -1.3574 0.9743 -0.5095 -0.6280
H 0.7030 -2.7709 0.2467 0.3929
H 1.5420 -1.7385 -0.7579 0.3839
H 0.4812 1.2842 0.9797 0.2193
H 1.9769 0.3968 0.2083 0.2222
H 0.5765 1.6647 -1.5196 0.2189
H -0.0241 -0.0101 -1.7634 0.1868
H -1.6391 0.1171 0.1287 0.2327
H -2.0845 1.1105 -1.2823 0.2137
H -1.4725 1.9045 0.0777 0.1935
```

=====

Entry four
Below is 2 unconnected molecules or ions with the total composition C4H10N2, with properties calculated with ωB97M-V/def2-TZVPD.

Calculated values
Orbital gap (alpha / beta) ... 7.8015 / 9.6812 eV
Highest occupied orbital energy (alpha / beta) ... -7.52 / -8.59 eV

XYZ file:
```
16
Properties=species:S:1:pos:R:3:nbo_charge:R:1
C 1.5290 0.8875 -0.2038 0.0260
C 1.0026 0.6637 -1.6709 -0.6458
C -1.8458 -0.8338 0.6360 -0.7059
C -0.6814 -1.6905 1.0742 -0.2382
N 0.4688 1.2593 0.5913 -0.4505
N 1.2339 0.1811 0.9618 -0.1647
H 2.3590 1.6059 -0.1727 0.1661
H 1.4196 1.4688 -2.3843 0.2111
H -0.0727 0.7238 -1.8248 0.2219
H 1.2242 -0.2560 -2.1944 0.2159
H -2.6734 -1.1587 1.2856 0.2200
H -1.5513 0.2463 0.7520 0.2377
H -2.0113 -0.9763 -0.5041 0.2078
H -0.6296 -1.9893 2.0980 0.1669
H -0.1705 -2.2159 0.3603 0.1616
H 0.3990 2.0841 1.1959 0.3702
```

=====

Q: What are the energies relative to the best structure? A: entry one 62.6; entry two 76.6; entry three 0.0; entry four 122.5, in kcal/mol.